Version P
An isolated ion of composition C11H18N and charge +1. Source: the Open Molecules 2025 dataset; level of theory: ωB97M-V with the def2-TZVPD basis set.

Each line ends with the natural charge from an NBO analysis.
Cartesian coordinates (Å):
N1 0.98 -1.39 0.79  -0.271
C1 2.22 1.85 0.69  -0.620
C2 -2.42 1.73 0.77  -0.609
C3 -0.08 0.61 0.65  0.152
C4 1.48 0.82 -1.53  -0.615
C5 -0.93 -1.80 -0.75  -0.427
C6 0.08 -0.50 1.45  -0.082
C7 1.48 0.68 0.07  -0.075
C8 2.02 -0.81 0.21  0.213
C9 -1.95 -0.72 -0.29  -0.397
C10 0.15 -2.42 0.18  -0.224
C11 -1.44 0.74 0.09  -0.261
H1 0.94 -3.03 -0.33  0.238
H2 1.73 2.78 0.32  0.242
H3 -2.89 1.21 1.63  0.227
H4 3.34 1.73 0.45  0.233
H5 -1.88 2.70 0.84  0.242
H6 -2.45 -1.02 0.67  0.214
H7 -1.61 -2.57 -1.10  0.258
H8 -2.54 -0.73 -1.21  0.248
H9 2.56 0.95 -1.87  0.254
H10 2.17 1.69 1.82  0.235
H11 0.61 1.49 -1.74  0.248
H12 -0.34 -3.02 1.07  0.235
H13 -3.34 1.80 0.08  0.235
H14 -0.82 -0.96 1.80  0.210
H15 2.84 -1.34 -0.27  0.256
H16 1.35 -0.21 -1.96  0.212
H17 -1.04 1.22 -0.87  0.215
H18 -0.26 -1.48 -1.64  0.212

Charge: +1
E_HOMO in eV: -13.073
SMILES: C[C@@H]1CCC[N+]2=CC(C)(C)C1=C2
LUMO energy in eV: -4.8
Gap between HOMO and LUMO in eV: 8.29


Version Q
A 2-piece molecular cluster, C11H18N overall. Source: the Open Molecules 2025 dataset; level of theory: ωB97M-V with the def2-TZVPD basis set.

Each line ends with the natural charge from an NBO analysis.
Cartesian coordinates (Å):
N1 -0.80 -0.16 -0.37  -0.350
C1 -0.22 -0.73 -1.54  -0.063
C2 -1.17 -1.06 0.72  0.155
C3 2.35 1.35 1.15  -0.329
C4 0.35 -1.92 -1.51  -0.326
C5 -0.27 -1.15 1.68  -0.362
C6 -0.21 2.13 -1.18  -0.714
C7 -0.86 1.16 -0.21  0.543
C8 -2.52 -1.62 0.72  -0.674
C9 3.54 -0.15 -0.73  -0.701
C10 2.91 0.76 0.29  0.027
C11 -1.54 1.60 1.07  -0.705
H1 -2.27 0.89 1.47  0.270
H2 -2.65 -2.41 -0.07  0.252
H3 -0.83 1.48 1.87  0.276
H4 0.11 -2.70 -0.74  0.225
H5 3.71 -1.13 -0.35  0.249
H6 -0.69 -1.48 2.62  0.225
H7 -3.31 -0.92 0.41  0.232
H8 3.03 -0.11 -1.72  0.236
H9 0.05 -0.07 -2.34  0.227
H10 4.59 0.26 -0.90  0.261
H11 0.86 2.12 -1.07  0.288
H12 -0.54 2.17 -2.17  0.265
H13 -2.75 -2.01 1.66  0.249
H14 -0.40 3.15 -0.69  0.250
H15 2.07 2.13 1.90  0.263
H16 0.76 -0.87 1.60  0.243
H17 1.16 -2.18 -2.17  0.235
H18 -1.72 2.65 0.91  0.254

Charge: +1
E_HOMO in eV: -13.478
LUMO energy in eV: -4.2
Gap between HOMO and LUMO in eV: 9.32


Energies relative to the most stable structure are version P 29.7; version Q 0.0, reported in kcal/mol.


Version P
A single C11H15NO molecule. Source: the Open Molecules 2025 dataset; level of theory: ωB97M-V with the def2-TZVPD basis set.

Each line ends with the natural charge from an NBO analysis.
Cartesian coordinates (Å):
O1 -2.89 -0.62 0.10  -0.524
N1 2.92 -0.27 1.45  -0.888
C1 1.85 -1.37 -0.57  -0.441
C2 -1.44 1.30 0.07  -0.122
C3 -1.64 -0.10 0.04  0.406
C4 3.05 -0.35 -0.11  -0.016
C5 0.62 -0.59 -0.32  -0.003
C6 0.99 0.74 -0.32  -0.087
C7 -2.37 2.41 0.23  -0.639
C8 2.43 1.00 -0.61  -0.455
C9 -0.62 -1.07 -0.05  -0.320
C10 -3.19 -1.97 0.02  -0.251
C11 -0.09 1.67 -0.15  -0.153
H1 -2.97 2.42 1.12  0.228
H2 1.84 -1.53 -1.70  0.203
H3 -1.81 3.34 0.00  0.225
H4 1.95 0.16 1.60  0.380
H5 2.75 1.67 0.19  0.233
H6 2.80 1.17 -1.70  0.229
H7 -2.93 2.59 -0.69  0.227
H8 -4.37 -2.18 0.05  0.206
H9 -0.96 -2.08 0.14  0.225
H10 2.12 -2.26 -0.17  0.210
H11 3.11 -1.27 1.89  0.369
H12 0.26 2.73 0.03  0.206
H13 -2.73 -2.33 -0.87  0.177
H14 -2.78 -2.63 0.85  0.166
H15 4.09 -0.59 -0.53  0.211

Charge: 0
E_HOMO in eV: -8.030
SMILES: COc1cc2c(cc1C)C[C@@H](N)C2
LUMO energy in eV: 0.9
Gap between HOMO and LUMO in eV: 8.90


Version Q
A single C11H15NO molecule. Source: the Open Molecules 2025 dataset; level of theory: ωB97M-V with the def2-TZVPD basis set.

Each line ends with the natural charge from an NBO analysis.
Cartesian coordinates (Å):
O1 2.16 -0.09 1.23  -0.446
N1 -1.78 1.12 -3.47  -0.881
C1 0.99 -0.43 1.35  0.354
C2 -1.82 -0.30 -1.30  -0.446
C3 1.01 0.85 -0.70  -0.427
C4 2.81 -0.27 2.47  -0.274
C5 0.19 -0.08 0.17  -0.079
C6 -1.56 -1.56 0.99  -0.251
C7 -0.03 1.55 -1.55  -0.442
C8 0.31 -1.00 2.49  -0.367
C9 -0.93 0.59 -2.44  -0.017
C10 -1.01 -0.71 0.00  -0.026
C11 -1.02 -1.63 2.44  -0.197
H1 -1.89 -1.30 -1.75  0.217
H2 -2.56 -2.06 0.52  0.211
H3 -1.97 2.18 -2.96  0.356
H4 3.66 0.27 2.39  0.194
H5 2.33 -0.22 3.41  0.203
H6 1.64 0.31 -1.43  0.212
H7 -1.46 -1.92 3.43  0.236
H8 1.64 1.43 0.10  0.242
H9 0.68 2.15 -2.10  0.209
H10 3.10 -1.31 2.65  0.185
H11 -2.89 0.05 -0.96  0.231
H12 0.75 -1.07 3.52  0.204
H13 -1.60 1.23 -4.59  0.410
H14 -0.59 2.33 -0.91  0.203
H15 -0.17 -0.12 -3.01  0.188

Charge: 0
E_HOMO in eV: -7.609
SMILES: COc1cccc2c1CC[C@H](N)C2
LUMO energy in eV: 0.8
Gap between HOMO and LUMO in eV: 8.42


Energies relative to the most stable structure are version P 0.0; version Q 74.5, reported in kcal/mol.


Version P
An isolated ion of composition C2H5N2S and charge +1. Source: the Open Molecules 2025 dataset; level of theory: ωB97M-V with the def2-TZVPD basis set.

Each line ends with the natural charge from an NBO analysis.
Cartesian coordinates (Å):
S1 -1.36 0.88 0.37  0.413
N1 -3.60 -0.66 -0.19  -0.456
N2 1.23 0.15 0.20  -0.696
C1 -2.57 -0.15 -0.02  0.370
C2 0.03 0.52 -0.70  -0.609
H1 1.00 -0.53 0.86  0.416
H2 -4.29 -1.16 0.29  0.466
H3 0.44 1.31 -1.30  0.217
H4 1.52 0.90 0.80  0.421
H5 1.81 -0.34 -0.46  0.459

Charge: +1
E_HOMO in eV: -12.453
LUMO energy in eV: -4.8
Gap between HOMO and LUMO in eV: 7.64


Version Q
An isolated ion of composition C2H5N2S and charge +1. Source: the Open Molecules 2025 dataset; level of theory: ωB97M-V with the def2-TZVPD basis set.

Each line ends with the natural charge from an NBO analysis.
Cartesian coordinates (Å):
S1 2.90 -0.35 -2.02  0.238
N1 -0.97 0.47 0.19  -0.703
N2 1.18 -0.50 -0.04  -0.567
C1 1.42 -0.17 -1.42  -0.216
C2 0.05 -0.26 0.65  0.414
H1 -1.78 0.22 0.74  0.428
H2 0.55 0.06 -2.11  0.236
H3 1.89 -1.19 0.16  0.466
H4 -1.12 1.20 -0.47  0.454
H5 -0.28 -0.85 1.52  0.251

Charge: +1
E_HOMO in eV: -13.684
SMILES: [NH2+]=CNC=S
LUMO energy in eV: -5.6
Gap between HOMO and LUMO in eV: 8.12


Energies relative to the most stable structure are version P 64.9; version Q 0.0, reported in kcal/mol.


Version P
A single C6H11FO molecule. Source: the Open Molecules 2025 dataset; level of theory: ωB97M-V with the def2-TZVPD basis set.

Each line ends with the natural charge from an NBO analysis.
Cartesian coordinates (Å):
F1 0.94 -1.63 0.80  -0.341
O1 0.27 -1.34 -1.88  -0.731
C1 -1.02 0.61 -1.27  -0.441
C2 0.77 -0.44 1.38  0.208
C3 -0.10 0.54 1.13  -0.064
C4 0.03 1.91 1.74  -0.632
C5 0.30 0.08 -1.84  -0.074
C6 -1.27 0.28 0.15  -0.438
H1 1.59 -0.31 2.12  0.157
H2 1.05 2.11 2.07  0.221
H3 -0.69 1.96 2.57  0.222
H4 0.40 0.36 -2.90  0.186
H5 -1.80 0.08 -1.91  0.223
H6 -1.52 -0.79 0.30  0.217
H7 0.55 -1.63 -1.02  0.475
H8 -0.21 2.70 1.01  0.220
H9 -1.28 1.68 -1.35  0.210
H10 1.25 0.44 -1.29  0.166
H11 -2.15 0.86 0.53  0.215

Charge: 0
E_HOMO in eV: -9.441
SMILES: C/C(=C/F)CCCO
LUMO energy in eV: 0.9
Gap between HOMO and LUMO in eV: 10.37


Version Q
A single C6H11FO molecule. Source: the Open Molecules 2025 dataset; level of theory: ωB97M-V with the def2-TZVPD basis set.

Each line ends with the natural charge from an NBO analysis.
Cartesian coordinates (Å):
F1 1.46 -1.48 -0.29  -0.367
O1 -0.91 -0.87 1.10  -0.747
C1 0.39 1.63 0.20  -0.400
C2 1.37 -0.15 -0.54  0.217
C3 -1.13 -0.39 -0.23  0.104
C4 -0.02 0.46 -0.79  -0.272
C5 -2.53 0.20 -0.26  -0.626
C6 1.58 0.79 0.67  -0.442
H1 0.72 2.53 -0.33  0.204
H2 -3.27 -0.48 0.16  0.227
H3 -0.16 -1.48 1.18  0.487
H4 1.30 0.26 1.55  0.221
H5 2.12 -0.06 -1.32  0.166
H6 -1.16 -1.27 -0.88  0.162
H7 -2.89 0.61 -1.24  0.217
H8 -0.30 1.94 0.95  0.215
H9 -0.24 0.72 -1.80  0.217
H10 -2.40 1.01 0.48  0.207
H11 2.53 1.24 0.73  0.208

Charge: 0
E_HOMO in eV: -10.124
SMILES: C[C@H](O)[C@H]1CC[C@H]1F
LUMO energy in eV: 1.0
Gap between HOMO and LUMO in eV: 11.15


Energies relative to the most stable structure are version P 6.5; version Q 0.0, reported in kcal/mol.